Entry 1:
Density functional theory data (wB97M-V/def2-TZVPD) for a cluster of 8 separate species, C41H52F7N6O23S in total at a distorted geometry.

* calculated total energy: -4749.3598 a.u.
* LUMO level: -2.44 eV
* Kohn-Sham gap: 8.31 eV
* multiplicity: 1
* total charge: +1

```
130
Properties=species:S:1:pos:R:3:lowdin_charge:R:1
C 0.93 -3.06 5.87 -0.0828
C 0.32 -3.73 4.51 -0.2538
N 0.76 -2.84 3.39 -0.0655
C 0.00 -3.08 2.13 -0.2767
C -0.18 -4.62 1.72 -0.0821
C -0.49 -4.77 0.15 -0.2977
N 0.73 -5.30 -0.55 0.0398
C -0.99 -3.34 -0.46 -0.0696
N 0.06 -2.28 -0.36 -0.0814
C -0.45 -0.89 -0.72 -0.1017
C -0.85 -0.74 -2.28 -0.0392
C -0.08 0.59 -2.85 -0.3210
O 1.12 0.41 -3.17 0.0484
N -0.82 1.86 -2.99 0.0575
C -0.47 2.84 -1.96 -0.1882
C -0.83 2.74 -0.45 -0.0172
C -0.44 3.88 0.56 -0.0576
C 0.31 5.18 0.11 -0.0601
C 0.68 5.26 -1.41 -0.0662
C 0.30 4.14 -2.39 -0.0116
C 0.70 -2.17 0.99 -0.1896
C 2.31 -2.43 0.88 -0.1599
C 3.02 -0.97 0.94 -0.4475
S 4.78 -0.98 0.31 0.9089
C 4.79 0.35 -0.97 -0.5370
N 5.35 1.67 -0.96 0.0530
N 4.97 2.14 -2.20 -0.0289
C 4.23 1.17 -2.94 -0.0699
O 4.10 -0.01 -2.16 -0.0535
H 0.88 -3.84 6.69 0.0687
H 0.36 -2.10 6.08 0.0800
H 2.00 -2.74 5.59 0.0883
H -0.83 -3.81 4.57 0.1141
H 0.80 -4.76 4.35 0.1235
H 0.53 -1.87 3.67 0.1018
H -1.06 -2.63 2.28 0.1574
H -1.13 -5.00 2.27 0.1207
H 0.67 -5.29 2.11 0.1338
H -1.36 -5.52 -0.03 0.1548
H 0.74 -4.94 -1.53 0.0802
H 1.56 -4.90 -0.09 0.0624
H -2.02 -3.03 -0.06 0.1461
H -1.16 -3.55 -1.59 0.1469
H 0.77 -2.49 -1.10 0.1763
H -1.32 -0.65 -0.02 0.1452
H 0.40 -0.12 -0.54 0.1275
H -1.98 -0.64 -2.43 0.1069
H -0.53 -1.65 -2.90 0.1291
H -0.74 2.25 -3.95 0.1391
H -1.41 1.85 -0.04 0.0814
H -0.72 3.82 1.68 0.0929
H 0.58 6.02 0.84 0.0961
H 1.23 6.21 -1.76 0.0925
H 0.57 4.29 -3.49 0.0878
H 0.62 -1.08 1.39 0.1506
H 2.61 -2.92 -0.11 0.1038
H 2.72 -3.06 1.73 0.1240
H 2.40 -0.29 0.23 0.0790
H 2.95 -0.48 1.99 0.0882
H 3.81 1.32 -3.99 0.1505
C 3.57 2.64 3.70 -0.0555
C 2.60 3.60 4.30 -0.3176
O 1.35 3.03 3.98 0.1366
C 1.56 1.69 3.91 -0.5324
O 0.69 0.87 3.92 0.1454
O 2.89 1.40 3.82 0.0575
F 2.69 4.81 3.71 0.0844
H 3.77 2.84 2.64 0.1513
H 4.52 2.62 4.23 0.1490
H 2.69 3.71 5.38 0.1801
C -5.34 -1.04 -2.25 -0.0672
C -6.55 -1.01 -1.39 -0.3027
O -6.08 -1.50 -0.15 0.1453
C -4.77 -1.14 -0.10 -0.5248
O -4.10 -1.14 0.91 0.1267
O -4.30 -0.78 -1.32 0.0609
F -7.50 -1.86 -1.85 0.0920
H -5.17 -2.02 -2.71 0.1604
H -5.36 -0.29 -3.03 0.0984
H -6.99 -0.01 -1.25 0.1839
C -5.04 0.62 -7.33 -0.0541
C -6.27 0.67 -6.48 -0.3115
O -5.82 0.18 -5.23 0.1265
C -4.50 0.51 -5.17 -0.5132
O -3.86 0.50 -4.16 0.1384
O -4.01 0.87 -6.38 0.0897
F -7.22 -0.17 -6.96 0.0904
H -4.89 -0.35 -7.79 0.1517
H -5.05 1.38 -8.11 0.1502
H -6.69 1.67 -6.35 0.1827
C 3.71 -4.30 10.32 -0.0675
C 2.65 -3.61 9.51 -0.3255
O 2.02 -4.68 8.83 0.1141
C 2.17 -5.76 9.65 -0.5289
O 1.54 -6.77 9.54 0.1794
O 3.11 -5.55 10.61 0.0815
F 3.20 -2.78 8.59 0.0683
H 4.63 -4.46 9.75 0.1492
H 3.95 -3.75 11.23 0.1452
H 1.91 -3.07 10.11 0.1778
C -4.88 -4.21 2.05 -0.0669
C -4.63 -4.65 3.46 -0.3220
O -4.59 -6.06 3.35 0.1477
C -4.14 -6.32 2.09 -0.5376
O -3.72 -7.38 1.72 0.1731
O -4.21 -5.21 1.29 0.0518
F -5.66 -4.31 4.27 0.0893
H -5.94 -4.20 1.79 0.1547
H -4.46 -3.22 1.85 0.1118
H -3.68 -4.29 3.88 0.1673
C 5.88 4.22 -4.51 -0.0847
C 7.34 4.52 -4.46 -0.3204
O 7.43 5.80 -5.05 0.1416
C 6.24 6.41 -4.79 -0.5337
O 6.05 7.58 -4.89 0.1685
O 5.30 5.51 -4.38 0.0673
F 8.05 3.64 -5.21 0.0767
H 5.57 3.78 -5.47 0.1459
H 5.56 3.56 -3.71 0.0841
H 7.76 4.55 -3.45 0.1786
C -0.14 7.22 -5.77 -0.0662
C -1.09 8.20 -5.16 -0.3238
O -2.36 7.66 -5.48 0.1455
C -2.17 6.32 -5.56 -0.5339
O -3.06 5.51 -5.54 0.1613
O -0.85 6.00 -5.64 0.0541
F -0.98 9.42 -5.75 0.0854
H 0.06 7.42 -6.82 0.1502
H 0.81 7.18 -5.23 0.1427
H -1.00 8.31 -4.08 0.1767
```


Entry 2:
Density functional theory data (wB97M-V/def2-TZVPD) for a structure of composition C41H52N10O3SY at a distorted geometry.

* calculated total energy: -2803.3458 a.u.
* LUMO level: -2.98 eV
* Kohn-Sham gap: 6.62 eV
* multiplicity: 1
* energy above the lowest of the compared OMol25 structures with the same formula, charge and spin: 16.3 kcal per mole
* total charge: +1

```
108
Properties=species:S:1:pos:R:3:lowdin_charge:R:1
Y 0.25 -0.40 -0.40 1.3259
C 0.97 0.69 -3.94 -0.0786
O 1.23 -0.25 -2.90 -0.2482
C 1.96 -1.35 -3.26 -0.2205
C 2.72 -1.43 -4.42 -0.0182
C 3.42 -2.58 -4.74 -0.0701
C 3.39 -3.67 -3.88 -0.0760
C 2.65 -3.60 -2.72 -0.0099
C 1.91 -2.46 -2.39 -0.1733
N 1.10 -2.39 -1.25 -0.0272
N 0.97 -3.57 -0.71 0.1020
C 0.22 -3.85 0.35 -0.1550
C -0.69 -2.93 0.98 -0.3089
O -0.97 -1.80 0.46 -0.2432
C -1.32 -3.33 2.20 0.0129
C -1.13 -4.56 2.73 0.0059
C -0.35 -5.54 2.06 -0.1705
C -0.25 -6.85 2.55 -0.0296
C 0.46 -7.81 1.87 -0.0758
C 1.10 -7.48 0.68 -0.0638
C 1.04 -6.19 0.19 -0.0183
C 0.32 -5.20 0.86 -0.0931
H 0.58 0.19 -4.82 0.1116
H 1.87 1.26 -4.20 0.0995
H 0.21 1.37 -3.55 0.0770
H 2.78 -0.59 -5.10 0.1078
H 3.98 -2.63 -5.66 0.1086
H 3.94 -4.56 -4.12 0.1074
H 2.62 -4.43 -2.03 0.0930
H -1.95 -2.59 2.67 0.1123
H -1.61 -4.82 3.66 0.1206
H -0.75 -7.10 3.47 0.1129
H 0.52 -8.82 2.25 0.1056
H 1.65 -8.23 0.13 0.1075
H 1.53 -5.94 -0.74 0.0941
C -4.67 -0.50 -4.09 -0.0684
C -4.65 -0.24 -2.59 -0.2519
N -3.96 0.98 -2.24 -0.1218
C -4.72 2.21 -2.22 -0.2001
C -4.49 3.04 -3.48 -0.0649
C -2.64 1.01 -2.01 -0.6894
S -1.74 -0.44 -2.21 0.7848
N -2.16 2.21 -1.69 0.1011
C -1.01 2.49 -1.12 -0.4239
O -0.10 1.66 -0.76 -0.2172
C -0.81 3.92 -0.80 -0.1279
C 0.35 4.30 -0.13 -0.0208
C 0.55 5.62 0.22 -0.0735
C -0.41 6.57 -0.09 -0.0739
C -1.57 6.20 -0.75 -0.0662
C -1.77 4.88 -1.11 -0.0117
H -5.12 -1.47 -4.29 0.0796
H -3.65 -0.50 -4.46 0.0598
H -5.25 0.26 -4.61 0.0654
H -4.14 -1.07 -2.10 0.0735
H -5.67 -0.18 -2.19 0.1208
H -4.41 2.80 -1.35 0.1091
H -5.77 1.96 -2.12 0.1206
H -3.44 3.29 -3.58 0.0636
H -5.07 3.96 -3.43 0.0786
H -4.81 2.49 -4.37 0.0645
H 1.07 3.54 0.12 0.0988
H 1.45 5.91 0.74 0.1015
H -0.25 7.61 0.19 0.1071
H -2.32 6.95 -0.98 0.1080
H -2.67 4.58 -1.61 0.0966
C -2.78 0.50 1.18 -0.0312
N -2.38 0.57 2.56 -0.0922
C -3.24 1.26 3.50 -0.1226
C -2.43 1.16 4.79 -0.1291
N -1.07 0.92 4.31 -0.0816
C -0.13 0.65 5.37 -0.0522
C -1.09 0.50 3.00 -0.3346
N -0.13 0.12 2.21 0.0557
C 1.19 -0.13 2.78 -0.2219
C 2.08 -0.88 1.77 -0.2180
N 2.40 -0.03 0.62 0.0052
C 3.31 0.89 0.78 -0.3235
N 3.64 1.74 -0.24 -0.0932
C 3.06 1.75 -1.55 -0.0265
C 4.43 2.85 0.22 -0.1155
C 4.97 2.33 1.54 -0.1214
N 4.05 1.25 1.89 -0.0794
C 4.55 0.41 2.96 -0.0428
H -3.79 0.91 1.08 0.1029
H -2.79 -0.54 0.84 0.0775
H -2.10 1.09 0.56 0.0586
H -4.21 0.76 3.57 0.1283
H -3.40 2.30 3.20 0.1301
H -2.77 0.32 5.41 0.1288
H -2.46 2.07 5.38 0.1269
H -0.40 1.28 6.22 0.0933
H 0.89 0.91 5.09 0.0725
H -0.15 -0.39 5.71 0.0987
H 1.13 -0.75 3.68 0.1148
H 1.68 0.83 3.02 0.1111
H 1.54 -1.76 1.42 0.0825
H 2.98 -1.25 2.27 0.1019
H 3.33 0.82 -2.07 0.0960
H 3.47 2.60 -2.09 0.1059
H 1.97 1.85 -1.51 0.0580
H 3.81 3.75 0.35 0.1223
H 5.22 3.08 -0.50 0.1299
H 4.97 3.09 2.33 0.1299
H 5.99 1.94 1.43 0.1306
H 5.28 0.99 3.52 0.0955
H 5.05 -0.49 2.59 0.1050
H 3.75 0.13 3.65 0.0773
```


Entry 3:
Density functional theory data (wB97M-V/def2-TZVPD) for a structure of composition C41H53AlN3OPSi at a distorted geometry.

* calculated total energy: -2706.9824 a.u.
* LUMO level: 0.32 eV
* Kohn-Sham gap: 8.58 eV
* multiplicity: 1
* energy above the lowest of the compared OMol25 structures with the same formula, charge and spin: 13.5 kcal per mole
* total charge: 0

```
101
Properties=species:S:1:pos:R:3:lowdin_charge:R:1
Al 0.14 0.34 0.36 0.4062
C -5.42 0.94 6.48 -0.0817
C -5.03 1.18 5.00 -0.2296
C -3.95 0.34 4.48 -0.2110
N -2.98 -0.23 4.16 0.1711
H -6.48 1.00 6.68 0.0646
H -4.90 1.71 7.05 0.0713
H -5.07 -0.07 6.81 0.0865
H -4.71 2.23 4.79 0.1243
H -5.88 1.03 4.31 0.1089
C -1.67 -0.89 -3.83 -0.0985
C -2.66 -0.84 -2.63 -0.5806
C -4.02 -1.33 -3.14 -0.1098
C -2.84 0.71 -2.36 -0.0871
P -1.87 -1.77 -1.16 0.9039
N -0.73 -0.93 -0.56 -0.1984
C -3.21 -2.13 0.19 -0.5642
C -4.07 -0.86 0.50 -0.0904
C -2.53 -2.57 1.51 -0.0964
C -4.26 -3.19 -0.28 -0.0941
C -1.13 -3.40 -1.88 -0.5816
C 0.21 -3.13 -2.55 -0.1209
C -2.02 -4.33 -2.71 -0.0794
C -0.69 -4.23 -0.63 -0.1081
H -2.05 -0.03 -4.45 0.0954
H -1.69 -1.83 -4.46 0.0974
H -0.69 -0.73 -3.39 0.0510
H -4.32 -0.78 -4.00 0.0654
H -4.83 -1.15 -2.45 0.0588
H -4.02 -2.40 -3.46 0.0774
H -3.45 1.22 -3.19 0.1056
H -1.84 1.20 -2.27 0.0654
H -3.40 0.90 -1.41 0.0615
H -3.44 -0.01 0.71 0.0516
H -4.70 -1.11 1.36 0.0760
H -4.81 -0.63 -0.30 0.0767
H -2.19 -3.64 1.45 0.0713
H -3.18 -2.39 2.39 0.0694
H -1.66 -1.85 1.58 0.0563
H -4.72 -3.01 -1.27 0.0617
H -5.06 -3.27 0.45 0.0678
H -3.87 -4.28 -0.40 0.0912
H 0.26 -2.71 -3.56 0.0627
H 0.85 -4.08 -2.53 0.1075
H 0.71 -2.35 -1.93 0.0671
H -2.56 -3.80 -3.50 0.0496
H -2.79 -4.86 -2.08 0.0800
H -1.41 -5.03 -3.26 0.0785
H 0.00 -3.63 0.00 0.0886
H -0.24 -5.22 -0.96 0.1066
H -1.49 -4.50 0.02 0.0237
O 1.76 0.66 -0.19 -0.2086
Si 3.11 0.89 -1.00 0.5056
C 3.88 2.52 -0.50 -0.2201
C 3.70 3.71 -1.25 -0.0734
C 4.17 4.93 -0.74 -0.0873
C 4.86 4.98 0.46 -0.1018
C 4.98 3.83 1.15 -0.1025
C 4.60 2.57 0.68 -0.0885
C 4.47 -0.33 -0.76 -0.2075
C 4.08 -1.65 -0.32 -0.0661
C 4.98 -2.57 0.23 -0.0908
C 6.27 -2.18 0.44 -0.1008
C 6.77 -0.97 -0.11 -0.0715
C 5.85 -0.05 -0.65 -0.0969
C 2.50 1.15 -2.82 -0.2001
C 3.08 0.51 -3.89 -0.0924
C 2.43 0.48 -5.11 -0.1078
C 1.23 1.10 -5.27 -0.0911
C 0.72 1.89 -4.22 -0.1109
C 1.42 1.98 -3.10 -0.1419
H 3.20 3.80 -2.23 0.1000
H 4.00 5.71 -1.47 0.0917
H 5.20 5.94 0.86 0.1112
H 5.44 3.87 2.12 0.0991
H 4.86 1.67 1.21 0.1022
H 3.05 -1.91 -0.43 0.0779
H 4.62 -3.51 0.62 0.0974
H 6.95 -2.68 1.14 0.1030
H 7.84 -0.68 -0.02 0.1126
H 6.21 0.89 -1.05 0.1024
H 4.01 -0.07 -3.80 0.1107
H 2.75 -0.10 -5.94 0.0910
H 0.80 1.17 -6.30 0.1160
H -0.25 2.35 -4.26 0.0998
H 1.08 2.62 -2.28 0.1070
C -0.80 1.09 2.03 -0.1905
C -0.03 1.88 3.02 -0.2783
C 0.82 1.21 4.01 -0.0123
C 1.56 1.99 4.89 -0.0440
C 1.42 3.38 4.87 -0.2503
C 0.47 4.06 4.06 -0.0147
C -0.24 3.28 3.12 -0.0351
C 2.06 4.06 5.96 -0.2089
N 2.58 4.65 6.81 0.1399
H -1.76 1.54 1.71 0.0656
H -1.02 0.08 2.45 0.0300
H 0.93 0.12 4.08 0.1206
H 2.26 1.61 5.60 0.1100
H 0.44 5.15 4.10 0.1215
H -0.94 3.72 2.40 0.1099
```


Entry 4:
Density functional theory data (wB97M-V/def2-TZVPD) for a cluster of 11 separate species, C41H53N10O in total at a distorted geometry.

* calculated total energy: -2216.6708 a.u.
* LUMO level: 2.59 eV
* Kohn-Sham gap: 7.70 eV
* multiplicity: 1
* energy above the lowest of the compared OMol25 structures with the same formula, charge and spin: 0.0 kcal per mole
* total charge: -1

```
105
Properties=species:S:1:pos:R:3:lowdin_charge:R:1
C -0.07 -0.30 0.23 -0.2591
O 0.77 -0.03 -0.79 -0.4292
H -0.67 -1.11 -0.12 0.0559
H -0.62 0.59 0.40 0.0679
H 0.50 -0.70 1.06 0.0415
N 0.47 -2.31 -2.19 0.0007
C -0.51 -2.42 -3.16 -0.1165
C -0.49 -3.77 -3.66 -0.1174
C 0.67 -4.38 -3.10 -0.1145
C 1.21 -3.51 -2.20 -0.1320
H 0.54 -1.41 -1.57 0.1018
H -1.24 -1.70 -3.36 0.0806
H -1.02 -4.06 -4.50 0.0628
H 1.04 -5.39 -3.43 0.1109
H 1.99 -3.43 -1.50 0.0737
N 0.67 3.83 -2.18 -0.0305
C 0.98 3.98 -0.83 -0.1320
C 1.97 4.94 -0.73 -0.1123
C 2.04 5.56 -2.03 -0.0761
C 1.22 4.75 -2.97 -0.1161
H 0.06 3.08 -2.51 0.0962
H 0.58 3.31 0.01 0.1250
H 2.42 5.32 0.15 0.0832
H 2.57 6.44 -2.26 0.0476
H 0.94 4.82 -4.00 0.0903
N -2.31 4.43 0.35 -0.0292
C -2.25 3.11 0.69 -0.1801
C -2.01 3.05 2.05 -0.1501
C -1.72 4.36 2.54 -0.0607
C -1.97 5.25 1.37 -0.1085
H -2.53 4.70 -0.66 0.1901
H -2.34 2.28 -0.01 0.0785
H -1.92 2.13 2.61 0.0854
H -1.33 4.66 3.52 0.0844
H -1.95 6.30 1.20 0.0812
N -3.94 -1.75 1.25 0.0064
C -3.32 -0.54 1.02 -0.0804
C -4.23 0.41 1.76 -0.0677
C -5.16 -0.34 2.56 -0.1207
C -4.91 -1.61 2.21 -0.2020
H -3.51 -2.58 0.88 0.0789
H -2.56 -0.32 0.24 0.0726
H -4.13 1.54 1.75 0.0810
H -5.76 -0.04 3.42 0.1046
H -5.39 -2.51 2.58 0.1124
N 2.95 0.47 -2.19 -0.0305
C 3.91 -0.47 -2.27 -0.0833
C 5.04 0.24 -2.99 -0.0528
C 4.48 1.52 -3.38 -0.1299
C 3.25 1.66 -2.85 -0.1636
H 2.06 0.26 -1.62 0.0894
H 3.71 -1.48 -1.84 0.1035
H 5.90 -0.21 -3.26 0.0223
H 4.95 2.23 -3.99 0.0669
H 2.48 2.37 -2.87 0.0657
N 2.30 -2.24 1.08 -0.0008
C 2.09 -3.58 1.18 -0.1722
C 3.28 -4.16 1.46 -0.1509
C 4.32 -3.22 1.54 -0.0503
C 3.59 -1.89 1.38 -0.0652
H 1.52 -1.54 0.80 0.1122
H 1.16 -4.00 1.16 0.0618
H 3.38 -5.18 1.65 0.0708
H 5.32 -3.38 1.82 0.0484
H 3.91 -0.81 1.50 0.1066
N 2.35 1.34 0.90 -0.0215
C 3.55 1.86 0.51 -0.1433
C 4.00 2.59 1.58 -0.1661
C 3.16 2.44 2.73 -0.0556
C 1.98 1.61 2.16 -0.0867
H 1.59 0.95 0.32 0.0666
H 3.98 1.80 -0.51 0.1056
H 4.86 3.24 1.56 0.0845
H 3.36 2.99 3.66 0.0652
H 1.04 1.30 2.54 0.0649
N -2.32 -1.22 3.92 -0.0157
C -2.94 -1.51 5.12 -0.0797
C -1.77 -1.41 6.10 -0.0896
C -0.63 -0.96 5.36 -0.1298
C -0.98 -0.93 4.02 -0.1302
H -2.87 -1.35 3.09 0.0666
H -4.00 -1.76 5.20 0.0904
H -1.91 -1.64 7.16 0.0691
H 0.33 -0.79 5.82 0.0834
H -0.47 -0.67 3.09 0.0859
N -1.49 -3.83 -0.63 0.0321
C -2.53 -4.53 -1.22 -0.0829
C -3.43 -4.93 -0.12 -0.0809
C -2.70 -4.55 1.06 -0.1708
C -1.59 -3.79 0.78 -0.1302
H -0.86 -3.32 -1.26 0.0712
H -2.64 -4.73 -2.31 0.1071
H -4.29 -5.62 -0.13 0.0849
H -3.08 -4.75 2.01 0.0741
H -0.96 -3.30 1.43 0.0757
N -0.32 1.11 -2.87 -0.0267
C -1.69 1.20 -2.66 -0.1438
C -2.29 1.66 -3.83 -0.1320
C -1.30 1.85 -4.80 -0.0650
C 0.00 1.37 -4.17 -0.0817
H 0.25 0.75 -2.09 0.0671
H -2.10 0.93 -1.65 0.0957
H -3.27 1.94 -3.97 0.0609
H -1.45 2.24 -5.75 0.0468
H 1.02 1.27 -4.57 0.1078
```


Which of these has the highest LUMO level?
C41H53N10O


Look up the total charge of the fourth one.
-1


Look up the LUMO level of the fourth one.
2.59 eV